A cluster of 7 separate species, C35H49NO26S in total. Source: the OMol25 dataset; level of theory: ωB97M-V with the def2-TZVPD basis set.

Properties
Orbital gap   0.2031 Ha
LUMO level   -3.0 eV
HOMO   -8.50 eV
Total charge   0

XYZ file:
```
112
Properties=species:S:1:pos:R:3:forces:R:3:mulliken_charge:R:1
H 1.2075 7.6633 1.7814 -0.13 0.07 0.11 0.319
C -0.6268 -0.1170 -0.3649 -0.87 1.57 -5.37 0.422
C 3.5797 -0.0652 -0.9365 0.93 1.33 -1.40 0.356
H 1.7939 0.4364 -2.2848 0.97 -1.99 0.47 0.203
H -0.6989 -1.0757 2.5234 2.14 -1.39 -1.56 0.372
H 0.6115 9.0782 4.1516 -0.14 -0.08 -0.09 0.382
C -4.4755 9.6597 -2.5789 -0.39 -0.68 -0.42 -0.462
C 10.0040 -2.1804 -4.8235 0.47 0.25 0.03 -1.435
O -0.3674 -7.2472 -1.2916 -0.69 -0.81 0.74 -0.365
O -3.5718 12.9180 -2.2980 -0.84 -2.46 0.38 -0.551
H -4.1592 -0.3876 -0.9461 0.00 -0.15 0.04 0.315
H 5.3800 0.3997 -2.4192 -1.53 1.37 1.72 0.045
H -3.5312 9.1698 -2.8413 -0.05 -0.04 0.20 0.293
O -4.4617 10.9718 -3.1081 0.35 0.82 0.42 -0.314
C 2.4566 -3.2154 0.2787 -2.36 1.65 1.17 0.215
C -1.7505 1.9984 0.1291 0.00 0.01 -1.73 -0.496
C -1.8714 -6.6787 3.2109 -0.93 -0.20 -0.74 -0.304
H 1.0568 6.4482 3.0777 -0.15 -0.06 -0.27 0.341
H 11.0234 -2.0729 -4.4391 -0.15 -0.10 -0.04 0.352
H -5.2339 -1.5556 1.3896 0.10 0.03 -0.17 0.299
O 9.0505 -0.2550 -3.7065 -1.09 0.71 0.35 -0.345
H 7.4127 -1.7979 -5.2940 0.19 -0.01 0.04 0.297
N 2.1468 -3.5137 1.7607 -2.46 3.38 -2.42 -0.013
H 5.2522 1.5115 -0.7917 -0.86 -1.25 -1.81 0.334
C -5.6556 -2.1273 0.5554 -0.59 0.74 -0.06 -0.550
C 1.5583 -2.0561 -0.5181 -0.79 0.23 1.62 0.434
H -2.6198 -8.4486 5.3096 -0.01 0.18 -0.21 0.371
H -2.9625 8.7490 -0.3478 -0.32 0.00 -0.19 0.246
O 4.0525 -3.8558 -1.7555 -3.24 0.30 6.40 -0.571
O -0.7347 0.1823 -1.6699 1.18 -2.01 8.27 -0.606
O -1.9727 6.5207 0.0707 1.23 0.20 1.83 -0.535
O -2.3695 -7.0477 -0.2742 0.57 -0.85 0.12 -0.301
C -4.0536 8.7901 -0.2597 0.12 0.30 0.41 -1.335
C 0.5046 7.0287 2.3327 0.87 -0.15 0.65 -0.552
H -5.6765 10.0887 -0.8385 0.05 0.02 -0.15 0.293
C -1.0007 -6.0906 -1.8147 0.50 1.15 -0.40 0.549
C -0.0011 -4.9750 -2.0447 0.44 -0.23 -0.27 -1.328
O 4.2917 -5.2002 0.2426 -4.57 6.54 -2.46 -0.693
H -2.6040 -6.2700 2.5087 0.24 -0.02 0.01 0.019
C -3.6534 -1.3361 -0.7402 0.46 -0.34 -0.23 -1.285
H 4.0125 1.7906 -2.1881 1.61 -1.73 0.87 0.245
H 2.7346 -4.2701 2.2058 -0.64 0.80 -0.76 0.377
H -1.1309 7.2140 3.7279 0.08 -0.04 -0.12 0.257
C -1.2834 6.8367 1.0224 -0.91 -0.06 -1.18 0.688
H -3.4779 -7.2161 6.2207 -0.02 -0.02 -0.17 0.373
H 3.1610 -0.5664 -3.1213 -1.55 -0.16 2.27 0.253
H -0.5068 -4.0265 -2.2507 -0.02 -0.12 0.00 0.368
O -0.9851 -6.4123 5.2862 1.32 0.48 -0.67 -0.345
C -4.9341 -4.2136 0.8339 0.05 -1.97 1.00 0.487
H 0.6459 -5.2135 -2.8950 -0.09 0.13 0.13 0.454
H -1.0664 9.6307 3.9727 0.17 -0.09 -0.01 0.363
C -0.2282 9.1545 3.4539 -0.42 0.35 0.01 -1.458
H -5.1418 -2.7261 -1.4528 -0.05 0.00 0.14 0.290
H 2.2304 1.3358 -0.2260 1.67 -1.24 0.43 0.384
H -6.5242 -1.5929 0.1595 0.05 -0.24 0.16 0.353
H 9.8310 -3.2364 -5.0534 -0.03 0.14 0.11 0.366
C -1.2817 -7.8525 -0.4706 0.47 -2.01 0.78 0.581
H 4.1466 -1.0048 -0.5017 -1.46 1.97 -0.64 0.167
C 4.6863 0.9612 -1.6565 -1.33 -0.20 0.42 -0.784
H -5.3056 9.0790 -2.9920 0.12 0.25 -0.06 0.329
H 0.6555 -4.8472 -1.1771 -0.23 -0.08 -0.04 0.068
O -1.5351 7.9032 1.8444 -0.12 -1.12 -1.18 -0.256
C -0.0676 -6.0331 4.3424 1.54 0.18 0.44 0.467
C 7.7759 0.1576 -3.4210 -0.25 2.04 0.50 0.644
C 1.0869 -2.7925 2.5683 -0.65 1.65 -3.21 -0.403
H -3.0065 -1.5746 -1.5905 -0.13 0.11 0.04 0.473
O 6.8891 -0.8756 -3.5448 0.37 1.03 0.19 -0.299
C 0.3723 -1.2508 0.2834 1.21 -2.34 2.49 0.713
S -2.3023 2.9320 1.6927 -2.51 -4.58 6.01 1.086
H -1.4895 -6.3650 -2.7574 -0.06 0.01 0.12 0.254
C 2.5200 -0.4759 -2.1182 1.91 1.40 -0.37 -0.520
O -6.0218 -3.4088 1.0304 0.70 -0.97 0.03 -0.357
H -4.0371 -7.6420 4.5901 0.16 0.11 0.03 0.370
H -1.5816 -5.1945 0.0851 0.11 0.06 -0.13 0.176
O 2.9663 0.7604 0.1565 -0.89 -0.74 -1.64 -0.546
C 9.0019 -1.6691 -3.8082 0.76 -0.98 -0.60 0.559
O -0.1496 6.1783 1.4103 -1.11 0.07 -0.74 -0.288
C -2.2473 -6.4221 4.6388 -1.27 -0.68 0.12 0.636
O -1.3663 2.5541 2.8683 -2.03 1.85 -4.39 -0.588
H -4.2764 8.9635 0.7981 -0.01 -0.08 -0.14 0.365
C -0.6364 7.7900 2.9362 0.64 0.90 1.06 0.471
C -4.6530 -2.4517 -0.5102 0.37 1.30 -0.57 0.497
H -2.8719 -5.2318 -1.1450 0.16 -0.32 0.22 0.143
H -4.4703 7.8193 -0.5458 0.06 0.17 0.00 0.372
O 1.0944 -5.7604 4.5793 -2.09 -0.19 -0.50 -0.591
H -2.6002 1.9802 -0.6927 1.68 0.44 1.90 0.302
H 9.9563 -1.6016 -5.7524 -0.19 -0.11 0.14 0.357
H 9.2133 -2.0908 -2.8180 -0.14 0.02 -0.08 0.238
H 0.9079 -3.0608 3.7175 0.78 0.34 -2.97 0.320
H -0.7862 2.5280 -0.2704 -1.76 -1.15 0.74 0.401
O -4.0198 -3.6083 0.0130 -0.64 -0.66 0.78 -0.174
C 0.1358 -1.6334 1.8825 3.06 -2.06 -2.05 -0.535
H 0.0517 9.8219 2.6316 0.06 -0.24 0.06 0.353
H -2.9969 -1.2083 0.1274 -0.41 -0.06 -0.02 0.116
O -0.6306 -6.0086 3.0966 1.03 0.33 0.87 -0.067
O -3.7516 2.4523 2.0335 4.53 2.21 -2.16 -0.643
C -3.1501 -7.4947 5.2140 0.01 -0.03 0.54 -1.494
O -1.5238 0.6043 0.5589 2.74 -0.07 -1.61 -0.227
H -1.7147 -7.7398 2.9865 -0.09 0.06 0.12 0.302
C 7.5806 -1.9109 -4.2171 -0.34 -1.02 -0.12 -0.627
O -1.1424 -8.9560 0.0231 -0.35 2.28 -0.98 -0.587
H -2.2918 4.3243 1.5113 0.21 -1.08 -0.56 0.015
C -4.6294 9.9055 -1.1086 -0.02 -1.25 0.70 0.482
O -3.9078 11.1133 -0.9272 0.06 0.80 -0.92 -0.345
C -2.0033 -5.7662 -0.7491 -0.63 0.61 -0.26 0.024
H -2.7034 -5.4325 4.7634 0.06 -0.04 -0.09 0.247
O -4.7947 -5.3171 1.3276 -0.16 2.28 -1.02 -0.507
O 7.4720 1.2930 -3.1057 0.69 -2.31 -0.67 -0.547
O 1.8473 -1.7709 -1.9324 -0.55 0.09 4.36 -0.318
C -3.9482 11.7735 -2.1267 0.76 2.27 -0.26 0.594
H 7.2189 -2.8938 -3.9009 -0.12 0.29 0.05 0.390
C 3.6492 -4.0822 -0.5026 5.36 -5.07 -1.91 0.322
```
Positions in Å, forces in eV/Å.